Formula: C10H23NO3Si
Source: the OMol25 dataset
Level of theory: ωB97M-V/def2-TZVPD

The geometry in ORCA input format:
```
! RIJCOSX wB97M-V def2-TZVPD def2/J DEFGRID3
* xyz 0 1
C -1.86 1.17 -0.27
C -2.73 -1.56 3.43
H 0.10 3.05 -2.32
H 1.10 -2.71 3.47
H 0.59 0.78 0.25
C 1.98 2.63 -3.28
H -1.96 -0.31 -2.13
N -3.01 -0.64 2.79
H 2.57 4.14 -2.15
C -1.25 -0.22 -0.31
H -0.03 1.81 -3.56
C 0.45 2.75 -3.30
H -0.56 -1.79 5.09
H -1.49 1.77 -1.10
H 3.26 -1.04 -1.99
H -1.60 1.67 0.66
H -0.16 -1.82 2.62
C 2.47 1.18 -3.38
C 0.04 -2.70 3.23
H -2.57 -3.61 3.67
H 2.41 3.20 -4.12
H -2.88 -2.72 5.15
H 2.98 0.90 -0.62
H 1.82 0.64 -4.07
H 3.48 1.14 -3.81
C 0.30 -0.16 -0.22
C -0.80 -2.68 4.50
H 0.12 3.50 -4.03
H -1.61 -0.79 0.55
H -0.56 -3.55 5.13
O 0.88 -0.25 -1.51
H 0.66 -0.98 0.41
O -1.67 -0.94 -1.46
H -0.18 -3.59 2.63
O 2.51 3.18 -2.06
C -2.30 -2.71 4.22
Si 2.44 0.18 -1.79
H -2.95 1.11 -0.31
*
```

The SMILES is C[C@@H](O)CO[SiH2]C[C@@H](C)O.CCCC#N. The calculation puts the orbital gap at 0.38653 hartree.